No. 1
Formula: C4H12BClNO5S
Source: the OMol25 dataset
Level of theory: ωB97M-V/def2-TZVPD

Output
total charge = +1
E_LUMO = -3.7 eV
HOMO-LUMO gap = 11.1 eV
HOMO energy = -14.82 eV

Atoms and positions in Å:
O 2.26 0.28 2.23
S 2.18 1.19 1.15
O 3.32 1.99 0.97
Cl 0.59 2.46 1.43
C 1.93 0.27 -0.40
C 1.58 -1.18 -0.13
C 0.10 -1.57 -0.28
C -0.82 -0.93 0.75
N -1.64 0.28 0.36
O -3.04 0.02 0.56
B -1.57 0.84 -1.07
O -1.20 2.09 -1.29
O -1.93 0.05 -2.10
H 1.29 0.80 -1.10
H 2.92 0.31 -0.84
H 1.92 -1.52 0.84
H 2.10 -1.77 -0.87
H 0.11 -2.63 -0.04
H -0.24 -1.54 -1.31
H -0.22 -0.67 1.62
H -1.52 -1.66 1.12
H -1.43 1.04 1.01
H -3.15 -0.01 1.53
H -0.70 2.13 -2.12
H -2.85 -0.27 -2.01

=====

No. 2
Formula: C4H12BClO5P
Source: the OMol25 dataset
Level of theory: ωB97M-V/def2-TZVPD

Output
total charge = -1
E_LUMO = 3.1 eV
HOMO-LUMO gap = 8.4 eV
HOMO energy = -5.27 eV

Atoms and positions in Å:
C 3.15 -0.99 0.34
C 1.83 -0.29 0.59
C 0.69 -0.63 -0.36
Cl 1.26 -0.50 -2.09
B -0.71 0.16 -0.10
C -1.96 -0.57 -0.84
O -2.24 -1.90 -0.34
O -2.96 -1.72 0.91
P -0.78 2.02 -0.65
O -0.87 2.47 -2.05
O -2.09 2.60 0.16
O 0.46 2.83 0.07
H 3.56 -0.72 -0.63
H 3.89 -0.73 1.11
H 3.03 -2.08 0.36
H 1.46 -0.56 1.59
H 1.98 0.80 0.60
H 0.46 -1.70 -0.25
H -0.88 0.19 1.11
H -1.74 -0.78 -1.89
H -2.90 -0.01 -0.82
H -3.05 -2.64 1.15
H -2.13 2.21 1.04
H 0.56 2.54 0.98

=====

Question: The highest HOMO energy belongs to which entry?
Answer: C4H12BClO5P

=====

Question: Number 2 is which compound?
Answer: C4H12BClO5P

=====

Question: What is the HOMO-LUMO gap in the second record?
Answer: 8.4 eV

=====

Question: The lowest HOMO-LUMO gap belongs to which entry?
Answer: C4H12BClO5P